Record 1
A molecular structure, C20H53CuO19S6. Source: the OMol25 dataset; level of theory: ωB97M-V/def2-TZVPD.

Geometry as XYZ:
```
99
Properties=species:S:1:pos:R:3:forces:R:3
Cu -0.4541 -4.1118 -0.4142 -0.0118 0.7475 0.7714
S -4.1500 -3.4336 2.3320 -1.3352 1.3997 1.5113
S -0.8354 -0.7349 -6.4177 -2.3134 -1.9751 0.1781
S 1.7581 3.5567 -1.2114 -2.1877 2.0945 -0.9240
S 5.4969 -0.6599 -1.4129 -0.8659 0.4110 -1.0950
S 2.2673 -3.6901 1.7641 1.4524 1.2200 1.2523
S -2.8581 4.4006 0.5549 0.5427 -1.6465 -1.5292
O 2.1169 4.3927 0.2003 -0.1722 -1.2274 -0.2189
O -2.3904 4.9918 1.7884 -0.6554 0.1794 -0.9225
O -4.7610 -4.4355 3.4788 0.5123 1.1138 -1.4268
O -3.7446 -4.2922 1.2602 0.5765 0.3542 -0.3186
O 3.5510 -4.6791 1.6144 -3.4526 0.9813 3.5325
O 5.7170 -2.0231 -1.0208 0.6183 0.4437 -0.0737
O -0.8230 0.6643 -6.1156 0.4672 -0.2695 -0.4432
O 4.7082 -0.0254 -0.0657 0.1648 -3.8846 -1.9815
O 1.8812 -3.7481 3.1866 0.2083 -0.2286 -3.6824
O 0.3204 -1.5097 -5.5788 -0.8220 0.0052 -0.2351
O -2.2874 4.7659 -0.7450 -1.3305 -0.0439 2.1737
O -0.7842 -1.3028 -7.7522 0.3287 1.1213 1.8738
O -1.3543 -2.2184 0.2712 0.3653 1.1727 0.0921
O -5.0793 -2.3096 2.0510 1.9200 -2.3953 0.5647
O -4.5377 4.4489 0.4260 2.9796 -0.5843 -0.2102
O 2.9534 3.2176 -1.9498 -0.2723 -0.8278 1.8339
O 6.5009 0.2109 -2.0555 -1.9894 -1.8352 2.2546
O 1.3405 -3.8896 0.6076 0.6497 -0.3735 1.6028
O 0.6206 2.6305 -1.0772 2.1231 0.3940 0.7667
C 5.0461 1.2422 0.2225 2.4968 3.2001 -0.2414
C 1.0301 0.1049 -3.9204 2.1360 0.6931 0.4061
C 3.0740 -2.0582 1.3696 -0.8538 -1.1461 0.0487
C -2.7243 -2.7209 3.3284 -1.4101 -1.0126 -0.3185
C 1.1612 4.9993 -2.0772 0.2332 -1.3384 1.3451
C -5.1893 4.4458 1.6871 -1.3076 2.5573 1.6701
C -0.7189 -0.9700 0.3241 1.2535 -1.3175 -0.8251
C -6.1741 -4.7567 3.3137 -0.8254 1.1134 0.4155
C 1.0661 4.6086 1.2092 -1.2881 -0.1831 0.7355
C 4.2471 1.7412 1.3528 -1.5967 -0.0036 1.3625
C 4.0349 -0.5789 -2.4323 -0.1396 0.8741 0.0741
C 0.3802 -1.2370 -4.1742 0.0850 1.5845 0.5292
C -5.7460 5.9040 1.8382 0.4177 -0.4061 -0.4543
C 5.3915 -5.7028 0.6069 -0.8584 0.3123 -0.0443
C 4.1600 -4.7930 0.4149 1.9473 -0.1854 -3.6080
C -2.5562 2.5605 0.7696 -0.8676 2.0030 -1.0561
C 1.4793 4.2787 2.6337 1.1565 -1.7564 0.1904
C -2.4514 -1.3836 -5.6169 0.9577 0.1588 -0.8806
C -6.9456 -3.8211 4.2107 -1.1170 0.5317 0.9780
C 0.2886 -0.7571 -0.8065 -1.0914 1.6943 -1.2421
H 4.1815 -0.8779 -3.4702 0.3101 0.0686 0.1952
H 1.9294 0.2368 -4.5220 -0.2938 -0.0362 -0.8976
H -2.0420 -2.2718 2.6067 -0.2266 0.1098 0.2635
H -2.7289 -0.9269 -4.6669 0.4589 0.2307 -0.1415
H 0.1849 4.0342 0.9235 0.2336 -0.2443 -0.0979
H -1.3171 -0.0649 0.4294 -0.7449 -0.4772 0.1930
H -2.2507 -3.4816 3.9490 0.0276 -0.2908 -0.4854
H 6.1152 1.2212 0.4339 0.1782 0.5384 0.4530
H -0.0237 -0.9690 1.1637 -0.2548 -0.5557 1.0393
H -7.3355 -2.9299 3.7190 0.6877 0.1462 -0.4566
H -4.5042 4.3401 2.5283 0.1364 -0.5778 -0.2206
H 0.6818 -1.6053 -1.3670 0.1806 -0.1636 0.6265
H -7.8990 -4.2286 4.5469 0.2136 -0.6087 0.3522
H 6.0186 -5.7805 -0.2812 -0.1977 0.2141 -0.0245
H 3.2073 1.9147 1.0759 -0.0878 0.2009 -0.3665
H 2.0636 5.5902 -1.9201 -0.4304 0.6331 -0.9103
H -6.1713 6.1764 0.8723 -0.2494 0.0601 0.1155
H 3.9052 -1.8938 2.0553 -0.1304 -0.1279 -0.1185
H 5.0138 -6.6966 0.8473 0.2539 -0.0355 0.1723
H 2.3223 -1.2717 1.4364 -0.0173 -0.1540 0.2304
H 4.4251 -3.8069 0.0335 0.5479 0.0220 0.0754
H -3.2100 -1.1288 -6.3570 0.1205 0.1023 -0.0309
H 3.1423 -1.0438 -2.0135 0.5031 -0.5287 0.3030
H 4.5665 2.6326 1.8927 0.4312 0.0301 -0.5204
H -2.6090 2.1434 -0.2361 -0.1830 -0.0114 0.0807
H 2.3022 3.5678 2.5594 0.4840 0.1784 0.1062
H 3.3825 -2.1316 0.3267 0.1627 0.0275 0.2663
H 4.1405 0.9722 2.1179 0.3906 -0.2364 0.1477
H -6.0177 3.7422 1.7689 0.3502 -0.3462 -0.5785
H 3.8162 0.4847 -2.3381 -0.0492 0.2343 -0.6295
H 0.6673 5.6146 1.3398 0.5900 0.5378 -1.4097
H -1.5341 2.4653 1.1362 -0.3973 -0.0710 0.5046
H -4.9053 6.5780 2.0030 0.0696 -0.0267 0.0180
H -6.2959 -5.8157 3.5411 0.1710 0.2105 -0.0840
H -6.4685 6.0919 2.6325 -0.0166 -0.4348 -0.0127
H -0.2588 -0.1494 -1.5270 -0.2639 -0.3557 -0.5552
H 0.8875 4.6142 -3.0595 0.1669 0.6668 -0.0860
H -0.5828 -1.1353 -3.6738 -0.5131 -0.6890 -0.4693
H 0.3204 5.3308 -1.4679 -0.0995 0.3252 -0.4305
H 1.7836 5.0794 3.3078 -0.0214 0.2542 -0.5369
H 3.4601 -5.1615 -0.3351 0.0067 -0.5379 -0.0443
H -6.3662 -3.4727 5.0657 -0.0658 -0.2903 0.1124
H 1.5820 0.1664 -2.9824 -0.7294 -0.2828 0.6415
H 4.9680 1.8372 -0.6874 -0.2921 0.5807 0.1092
H -6.6155 -4.4678 2.3598 0.9060 -0.7864 -0.6916
H -2.4415 -2.4692 -5.5198 0.3318 0.0684 -0.1179
H 5.9808 -5.3003 1.4308 0.0487 -0.1721 -0.0346
H 0.9311 -2.0409 -3.6858 0.0606 -0.1350 -0.4240
H 0.4479 1.0235 -3.9928 -0.3260 -0.4747 -0.2076
H -3.2158 -2.0554 4.0381 0.1268 0.3797 -0.4345
H -3.4349 2.3023 1.3607 0.6303 -0.6571 0.3853
H 0.7820 3.6570 3.1953 -0.6734 0.3302 -0.2737
H 0.9930 0.0393 -0.5667 0.6564 -0.5618 0.4681
```
Positions in Å, forces in eV/Å.

Summary:
**<S²>**: 0.755
**Net charge**: +1
**Frontier orbital gap (spin up / spin down)**: 0.3188 / 0.2505 hartree
**2S+1**: 2

Here are the Löwdin charges for atoms 1 to 6, given in e: Cu 0.64; S 0.66; S 0.66; S 0.65; S 0.71; S 0.77

***

Record 2
5 unconnected molecules or ions with the total composition C20H53N3O8. Source: the OMol25 dataset; level of theory: ωB97M-V/def2-TZVPD.

Geometry as XYZ:
```
84
Properties=species:S:1:pos:R:3:forces:R:3
O -11.5827 -11.5200 -1.9829 -0.2145 -0.2776 0.5826
O -11.9168 -6.4440 -9.9649 -0.1669 0.0564 0.0144
O -10.8888 -6.7745 -3.9399 -0.0433 -0.1880 0.4396
O -7.6503 -9.1324 -2.7212 -0.4145 -0.2893 -0.1467
O -13.3059 -9.0008 0.4033 0.6123 -0.8331 -0.0849
O -11.3784 -10.2023 -6.0654 -0.1083 0.0508 0.5705
O -5.7597 -6.1406 -8.6135 0.2386 -0.2716 -0.1490
O -7.3623 -11.7866 -7.4974 -0.2957 -0.0592 0.2904
N -12.4511 -9.4104 -3.6625 0.1607 -0.0426 0.2695
N -10.4092 -8.9169 -0.2969 0.4545 -0.1152 0.3246
N -9.2152 -7.1336 -9.1634 0.2286 0.5184 -0.2852
C -14.1927 -9.7155 1.2276 -0.5731 0.0750 -0.0167
C -6.9604 -10.1845 -3.3586 0.5844 0.3461 -0.1817
C -4.5058 -6.3774 -9.2059 0.2646 -0.4758 0.3231
C -6.8364 -6.6923 -9.3547 -0.0327 0.9701 0.1590
C -9.4320 -8.4750 -1.2860 -0.4645 -0.2352 0.0862
C -10.4301 -7.2111 -8.3300 1.4782 -0.1072 -0.4984
C -8.7921 -9.6233 -2.0351 0.0970 -0.4103 -0.2059
C -11.2060 -7.8322 0.2526 -0.6843 -0.8119 -0.8320
C -13.3517 -10.3694 -3.0210 -0.0195 0.2694 0.0745
C -7.6850 -13.1775 -7.4687 0.3620 0.1673 -1.0639
C -9.9473 -6.1675 -4.8054 -0.4863 0.3977 0.3189
C -12.1081 -7.1321 -4.5371 -0.4164 -0.6444 -0.7661
C -9.9918 -10.2858 -5.8070 0.0178 0.0825 0.2973
C -12.2577 -8.4241 1.1661 -0.3624 1.9676 0.6928
C -12.9311 -8.0263 -3.6181 0.3066 0.3911 0.5369
C -13.2188 -6.4359 -10.4998 -0.0407 -0.2884 -0.1781
C -8.0512 -6.6000 -8.4518 -0.2268 -0.7093 0.1998
C -11.6256 -7.5795 -9.1661 -0.4658 0.2250 0.5265
C -11.0186 -12.7277 -1.5008 -0.2133 -0.0591 -0.5311
C -12.6622 -11.7134 -2.8733 0.0695 0.4512 -0.5534
H -11.4758 -8.4981 -9.7427 0.3136 0.1690 -0.2578
H -14.2504 -10.4810 -3.6330 0.0223 0.0146 0.0001
H -11.8040 -13.4704 -1.3311 -0.0185 0.0333 0.2320
H -11.6148 -9.3870 -3.0791 0.1010 -0.2242 -0.2322
H -3.7305 -6.2603 -8.4467 -0.1254 0.3500 0.0189
H -10.4924 -12.5180 -0.5733 0.0815 0.0191 -0.0492
H -8.1744 -13.4438 -6.5366 0.2252 0.0117 0.1443
H -7.5679 -10.7825 -4.0437 -0.3187 0.0085 0.1741
H -9.3770 -6.4318 -9.8828 -0.3690 -0.3305 -0.2003
H -11.7941 -7.2987 -0.5142 0.1889 0.0670 -0.2002
H -13.3755 -12.4858 -2.5675 0.0823 0.0570 0.4911
H -6.6230 -7.7021 -9.7159 -0.0612 -0.1446 0.3265
H -13.9967 -7.9186 -3.8275 0.0411 -0.4270 -0.4970
H -6.7758 -13.7443 -7.6791 -0.0644 -0.3243 0.5819
H -13.7919 -10.6705 1.5788 0.2580 0.1044 0.1042
H -10.1971 -7.9809 -7.5913 -0.4438 0.0939 0.2176
H -11.8887 -7.6889 -5.4559 -0.1313 -0.1424 -0.0596
H -12.4822 -7.8015 -8.5166 0.0129 0.1493 0.1406
H -12.2718 -12.0460 -3.8441 -0.0189 0.0807 -0.1138
H -8.6385 -7.9388 -0.7608 -0.0538 0.2195 -0.1508
H -10.5757 -7.0649 0.7011 0.0557 -0.2584 0.4348
H -9.4669 -6.8360 -5.5219 -0.1782 -0.3262 0.0776
H -10.3481 -13.1557 -2.2535 0.1918 0.0288 0.1115
H -9.7774 -11.1036 -5.1064 0.1509 -0.1880 -0.2110
H -9.1933 -5.7449 -4.1467 0.1270 0.0897 -0.1404
H -8.1772 -5.5652 -8.1048 -0.0246 0.1306 -0.1907
H -13.9763 -6.7598 -9.7780 0.1190 -0.0408 0.1750
H -13.6303 -9.9593 -2.0404 -0.1979 -0.4179 0.0971
H -12.7466 -7.5820 1.6852 0.2578 0.0001 0.2431
H -13.4779 -5.4234 -10.8019 0.2005 0.0422 -0.0966
H -8.4992 -10.4721 -1.4020 0.0758 0.2742 0.4717
H -7.0137 -6.0724 -10.2478 0.0116 -0.0729 -0.0664
H -9.9479 -7.8337 -2.0104 0.4865 0.3060 -0.1183
H -13.2774 -7.1063 -11.3628 -0.1062 0.0337 -0.0958
H -6.4768 -10.8285 -2.6181 -0.1034 -0.1862 0.0291
H -11.8151 -10.0530 -5.1719 0.2123 0.2095 -0.9199
H -9.4941 -10.0866 -2.7400 -0.0862 0.2216 -0.2157
H -6.4934 -11.6883 -7.8877 0.0198 0.0490 -0.0464
H -10.5420 -6.2201 -7.8761 -0.6309 -0.1851 0.4082
H -4.4192 -7.4271 -9.5137 -0.1000 0.0620 -0.2715
H -11.8123 -9.0368 1.9548 -0.1409 -0.6055 -0.3482
H -15.1024 -9.9423 0.6696 0.1225 0.0814 -0.2136
H -11.0098 -9.6521 -0.6511 -0.0820 0.0550 -0.1762
H -9.5777 -9.3872 -5.3255 -0.1749 0.1721 -0.0363
H -8.3483 -13.4378 -8.2997 -0.2407 0.1778 0.1151
H -12.7471 -6.2977 -4.8550 0.3809 0.4916 0.2845
H -12.8573 -7.6678 -2.5807 0.1024 0.2235 -0.0672
H -9.4447 -10.4241 -6.7373 -0.0562 -0.2081 -0.0073
H -7.8701 -7.1664 -7.5329 0.0109 -0.2512 -0.1416
H -4.2913 -5.7186 -10.0524 -0.1146 0.0027 -0.0524
H -10.4609 -5.3743 -5.3552 0.2345 0.1864 -0.1370
H -14.4998 -9.0945 2.0769 0.0863 -0.1134 0.1467
H -6.1757 -9.7372 -3.9690 0.0228 0.0801 0.0739
```
Positions in Å, forces in eV/Å.

Summary:
**Frontier orbital gap**: 0.3341 hartree

Here are the Löwdin charges for atoms 1 to 6, given in e: O -0.22; O -0.19; O -0.20; O -0.18; O -0.20; O -0.17

***

no.,electronic energy (Eh)
1,-6252.41577
2,-1559.82281